Model w:
This record from the Open Molecules 2025 dataset describes C2H10OSi2 in the gas phase. The level of theory is wB97M-V/def2-TZVPD.

XYZ file:
```
15
Properties=species:S:1:pos:R:3
C 1.124 -1.540 -0.059
Si 0.096 0.387 0.191
C 1.030 1.620 -0.939
O 0.363 0.838 1.728
Si -2.153 -0.226 0.144
H 0.840 -1.959 0.921
H 0.620 -2.003 -0.881
H 2.225 -1.434 -0.038
H 2.036 1.648 -0.632
H 1.137 1.248 -1.948
H 0.623 2.567 -0.961
H 0.114 0.129 2.380
H -2.406 -0.614 -1.357
H -2.389 -1.337 0.914
H -3.260 0.675 0.536
```

Results
Orbital gap: 9.776 eV
Highest occupied orbital energy: -9.12 eV
Net charge: 0
Structure (SMILES): C[Si](C)(O)[SiH3]

Atom charges from the Mulliken analysis, given in e for atoms 1 to 2:
1. C -1.07
2. Si 0.46

***

Model x:
This record from the Open Molecules 2025 dataset describes C2H10OSi2 in the gas phase. The level of theory is wB97M-V/def2-TZVPD.

XYZ file:
```
15
Properties=species:S:1:pos:R:3
C 1.293 1.576 0.145
Si 0.360 0.049 -0.480
C 1.381 -1.531 -0.093
Si -1.875 -0.080 0.574
O -2.949 0.083 -0.635
H 1.853 1.431 0.982
H 1.911 1.936 -0.562
H 0.728 2.403 0.309
H 0.450 0.222 -1.882
H 1.650 -1.567 1.009
H 0.827 -2.367 -0.166
H 2.254 -1.600 -0.858
H -1.727 -1.585 0.599
H -2.527 0.247 1.882
H -3.631 0.783 -0.824
```

Results
Orbital gap: 9.470 eV
Highest occupied orbital energy: -8.90 eV
Net charge: 0
Structure (SMILES): C[SiH](C)[SiH2]O

Atom charges from the Mulliken analysis, given in e for atoms 1 to 2:
1. C -1.40
2. Si 0.43

***

Which structure wins on stability? model w wins.

***

Model w:
This record from the Open Molecules 2025 dataset describes a molecular structure, C4H7ClN2. The level of theory is wB97M-V/def2-TZVPD.

XYZ file:
```
14
Properties=species:S:1:pos:R:3
C 0.194 -0.415 0.754
C -1.030 -0.079 -0.159
C 0.908 0.659 1.610
C -1.178 -0.486 -1.544
N -0.912 -1.005 1.559
N -1.869 -0.891 0.753
Cl -1.799 1.543 0.039
H 0.951 -1.109 0.352
H 0.544 0.860 2.687
H 0.842 1.695 1.255
H 1.874 0.243 1.801
H -2.123 -0.224 -1.890
H -0.923 -1.624 -1.688
H -0.453 -0.089 -2.229
```

Results
Orbital gap: 10.163 eV
Highest occupied orbital energy: -9.54 eV
Net charge: 0

Atom charges from the Mulliken analysis, given in e for atoms 1 to 2:
1. C 0.10
2. C 1.03

***

Model x:
This record from the Open Molecules 2025 dataset describes 2 unconnected molecules or ions with the total composition C4H7ClN2. The level of theory is wB97M-V/def2-TZVPD.

XYZ file:
```
14
Properties=species:S:1:pos:R:3
H 2.507 -0.245 -0.624
N 1.695 -0.586 -1.107
C 1.246 -1.689 -0.852
C -0.010 -2.142 -1.491
C 1.837 -2.710 0.091
N 2.536 -3.394 0.752
H -0.046 -3.137 -1.643
H -0.192 -1.563 -2.439
H -0.837 -1.787 -0.888
C -0.852 1.656 -0.413
Cl -2.273 2.036 0.800
H -0.049 1.405 0.204
H -1.180 0.801 -0.911
H -0.790 2.300 -1.260
```

Results
Orbital gap: 10.935 eV
Highest occupied orbital energy: -10.84 eV
Net charge: 0
Structure (SMILES): [H]/N=C(/C)C#N.CCl

Atom charges from the Mulliken analysis, given in e for atoms 1 to 2:
1. H 0.25
2. N -0.48

***

Which structure wins on stability? model x wins.

***

Model w:
This record from the Open Molecules 2025 dataset describes 4 unconnected molecules or ions with the total composition C3H15NO3. The level of theory is wB97M-V/def2-TZVPD.

XYZ file:
```
22
Properties=species:S:1:pos:R:3
C 3.234 0.361 -2.246
C 1.961 1.041 -1.693
N 1.487 0.445 -0.436
C 0.947 -0.915 -0.553
H 3.018 0.181 -3.296
H 3.423 -0.585 -1.735
H 4.172 0.901 -2.109
H 1.202 0.833 -2.461
H 2.016 2.107 -1.492
H 0.834 1.033 0.061
H 1.562 -1.524 -1.203
H 0.899 -1.270 0.479
H -0.089 -0.924 -0.927
O -1.974 1.637 5.147
H -1.086 1.451 5.465
H -1.855 1.637 4.189
O -3.079 -5.474 2.178
H -2.937 -6.334 1.775
H -2.240 -5.247 2.600
O -1.509 3.259 -3.079
H -1.984 3.887 -2.536
H -1.799 2.352 -2.991
```

Results
Orbital gap: 8.987 eV
Highest occupied orbital energy: -8.54 eV
Net charge: 0
Structure (SMILES): CCNC.O.O.O

Atom charges from the Mulliken analysis, given in e for atoms 1 to 2:
1. C -1.04
2. C -0.22

***

Model x:
This record from the Open Molecules 2025 dataset describes 5 unconnected molecules or ions with the total composition C3H15NO3. The level of theory is wB97M-V/def2-TZVPD.

XYZ file:
```
22
Properties=species:S:1:pos:R:3
C 0.167 1.167 0.994
N -0.256 1.384 -0.392
C -1.141 2.557 -0.443
C -0.943 0.190 -0.868
H 0.949 1.773 1.320
H -0.707 1.437 1.661
H 0.415 0.063 1.202
H -1.494 2.703 -1.432
H -0.572 3.464 -0.116
H -2.078 2.350 0.126
H -1.244 0.361 -1.942
H -0.286 -0.653 -0.753
H -1.858 -0.061 -0.232
H -1.013 -2.806 1.361
H 0.244 -1.868 1.134
O -0.754 -1.895 1.166
H 1.766 -2.734 -2.092
H 1.636 -0.011 -0.217
O 1.327 -1.902 -1.781
H 2.447 -2.147 1.276
H 1.628 -1.791 -0.780
O 1.767 -1.582 0.811
```

Results
Orbital gap: 6.479 eV
Highest occupied orbital energy: -9.14 eV
Net charge: 0

Atom charges from the Mulliken analysis, given in e for atoms 1 to 2:
1. C -1.15
2. N -0.12

***

Which structure wins on stability? model w wins.

***

Model w:
This record from the Open Molecules 2025 dataset describes 4 unconnected molecules or ions with the total composition C2H12O3S. The level of theory is wB97M-V/def2-TZVPD.

XYZ file:
```
18
Properties=species:S:1:pos:R:3
C -1.027 -1.128 2.494
S 0.202 -0.828 0.766
C 0.610 1.113 1.755
H -1.994 -0.733 2.510
H -0.495 -0.550 3.285
H -0.873 -2.145 2.689
H 1.095 1.778 1.008
H -0.362 1.405 1.830
H 1.045 0.783 2.735
O -0.428 2.087 -0.927
H -0.364 1.493 -1.645
H -0.348 1.461 -0.207
O 0.299 -1.935 -2.117
H 0.397 -1.560 -1.227
H -0.644 -2.152 -1.990
O 0.801 0.689 -3.620
H 0.506 -0.189 -3.199
H 1.582 0.412 -4.137
```

Results
Orbital gap: 9.501 eV
Highest occupied orbital energy: -9.68 eV
Net charge: 0
Structure (SMILES): CSC.O.O.O

Atom charges from the Mulliken analysis, given in e for atoms 1 to 2:
1. C -0.83
2. S -0.12

***

Model x:
This record from the Open Molecules 2025 dataset describes 4 unconnected molecules or ions with the total composition C2H12O3S. The level of theory is wB97M-V/def2-TZVPD.

XYZ file:
```
18
Properties=species:S:1:pos:R:3
C 0.598 0.370 1.497
C -0.749 -0.324 1.569
S -0.525 -2.012 0.757
H 0.527 1.420 1.430
H 1.221 0.108 0.690
H 1.248 0.180 2.315
H -0.810 -0.386 2.652
H -1.528 0.358 1.072
H -1.053 -1.792 -0.421
O 0.447 1.777 -2.765
H 0.645 1.927 -3.672
H 1.041 1.156 -2.328
O 2.951 -0.231 -0.566
H 2.258 -0.398 -1.169
H 2.547 -0.311 0.303
O -2.424 1.650 -0.387
H -2.935 1.937 -1.143
H -1.654 2.145 -0.501
```

Results
Orbital gap: 9.497 eV
Highest occupied orbital energy: -9.09 eV
Net charge: 0
Structure (SMILES): CCS.O.O.O

Atom charges from the Mulliken analysis, given in e for atoms 1 to 2:
1. C -0.91
2. C -0.15

***

Which structure wins on stability? model x wins.